(1)
This record from the Open Molecules 2025 dataset describes a structure of composition C7H10N9O7PTi in a non-equilibrium geometry. The level of theory is ωB97M-V/def2-TZVPD.

As for the spin multiplicity: 3. As for the HOMO energy (spin up / spin down): -0.39 / -2.94 eV. The value obtained for the electronic energy is -2483.24382 hartree. As for the net charge: -2.

Last column: Mulliken spin population.
Element x y z (Å)
Ti  0.5238  -0.4960  -0.0656  1.701
P  -1.4117  1.0105  0.7632  0.126
O  1.2255  -0.5959  1.7670  -0.004
O  1.8473  -2.0070  3.3964  0.017
O  -1.8706  0.4777  2.2475  0.032
O  0.3452  -2.4068  0.2239  0.062
O  0.9274  -4.0847  1.6040  0.005
O  -2.6842  0.4042  -0.0824  0.005
O  -2.0318  2.4948  0.8897  0.008
N  -0.6113  -1.2504  -3.0679  0.007
N  2.4707  2.1996  -0.4139  0.006
N  2.6712  -0.9424  -1.9058  0.008
N  1.9521  0.9755  -0.6542  -0.006
N  0.0158  -2.0017  -3.8976  0.004
N  3.8886  1.1399  -1.6828  0.001
N  0.2760  -0.7244  -2.1820  -0.022
N  3.6107  2.2886  -1.0115  0.003
N  1.3438  -2.0207  -3.6140  0.001
C  2.8547  0.3703  -1.4145  0.002
C  -2.7432  -0.9968  -0.3855  0.015
C  1.4497  -1.2502  -2.5563  -0.011
C  0.8714  -2.9137  1.3127  0.014
C  -1.9624  3.2871  -0.2956  0.001
C  -1.0665  0.8414  3.3695  0.015
C  1.4032  -1.7549  2.2942  -0.008
H  -1.4060  0.2452  4.2154  0.000
H  3.4674  -1.2747  -2.4258  0.007
H  -1.2030  1.9026  3.6034  0.001
H  -3.5521  -1.4436  0.1940  0.005
H  -0.0118  0.6323  3.1906  -0.001
H  -2.9156  -1.1139  -1.4523  -0.009
H  -1.8085  -1.5051  -0.1382  0.004
H  -1.1587  4.0215  -0.2219  0.001
H  -1.7949  2.6833  -1.1891  0.007
H  -2.9124  3.8083  -0.4145  0.001

Cartesian forces, eV/Å:
-1.007 2.075 -0.268
-0.440 -2.027 0.059
0.610 -0.083 1.251
0.130 -0.062 0.148
0.098 0.342 -0.157
0.186 -1.261 0.579
0.089 -0.228 0.041
-0.019 0.007 0.133
0.061 0.862 -0.228
-0.004 0.218 0.265
-0.040 -0.108 -0.075
-0.524 0.222 -0.061
0.404 0.175 0.044
0.212 -0.022 -0.050
0.160 0.187 0.199
0.180 -0.676 -0.533
0.017 -0.155 -0.101
-0.016 -0.223 -0.153
-0.010 -0.230 -0.691
0.097 0.258 -0.027
0.373 0.691 -0.181
-0.143 0.663 0.164
0.058 0.185 -0.050
0.035 0.076 0.021
-0.410 -0.558 -0.421
-0.014 -0.023 -0.020
0.028 -0.023 -0.014
-0.010 -0.028 -0.002
-0.009 -0.005 0.020
0.023 -0.027 -0.048
-0.019 -0.003 -0.038
-0.107 -0.078 0.036
0.041 -0.044 0.072
0.014 -0.066 0.028
-0.043 -0.030 0.058


(2)
This record from the Open Molecules 2025 dataset describes a cluster of 2 separate species, C4HO3 in total in a non-equilibrium geometry. The level of theory is ωB97M-V/def2-TZVPD.

As for the HOMO energy (spin up / spin down): -1.32 / -1.33 eV. The value obtained for the electronic energy is -378.66843 hartree. As for the net charge: -1.

Last column: natural (NBO) charge in e.
Element x y z (Å)
O  0.8796  -1.9784  -1.1229  -0.540
O  0.3506  -2.1848  1.1340  -0.558
O  3.7523  0.3587  -0.2600  -0.619
C  0.1903  1.0787  0.3681  -0.447
C  1.2927  0.5537  0.0411  -0.519
C  0.6649  -1.9471  0.0273  1.054
C  2.5545  0.4718  -0.1956  0.514
H  -0.8219  0.6211  0.2571  0.115

Cartesian forces, eV/Å:
-0.226 -0.126 0.765
0.466 0.586 -0.808
-0.073 -0.205 -0.577
-4.331 2.394 1.100
4.132 -1.421 -1.422
-0.328 -0.876 -0.267
-0.409 0.085 1.250
0.768 -0.438 -0.041


(3)
This record from the Open Molecules 2025 dataset describes a cluster of 2 separate species, C6H14O in total in a non-equilibrium geometry. The level of theory is ωB97M-V/def2-TZVPD.

As for the spin multiplicity: 2. As for the HOMO energy (spin up / spin down): -15.18 / -15.17 eV. The value obtained for the electronic energy is -311.88983 hartree. As for the net charge: +1.

Last column: Mulliken spin population.
Element x y z (Å)
O  -3.2308  0.3462  0.9149  0.003
C  1.5936  0.1236  1.1748  0.028
C  -0.2231  -1.6423  -0.6928  0.050
C  -0.1117  -0.2142  -0.6190  0.246
C  2.6427  0.4115  0.0794  0.024
C  0.1446  0.3810  0.7114  0.080
C  -0.2773  0.5903  -1.7630  0.476
H  2.5628  1.3938  -0.3616  -0.006
H  1.7162  -0.9413  1.4107  0.002
H  0.7720  -2.0246  -0.3845  0.031
H  0.0460  1.4565  0.6044  -0.006
H  -0.3965  -2.1159  -1.6446  -0.007
H  -0.5815  -0.0092  1.4087  0.010
H  -0.8839  -2.0830  0.0614  0.019
H  -0.4961  0.1694  -2.7412  0.024
H  -0.1935  1.6600  -1.7444  0.024
H  -4.0365  0.5556  0.4234  -0.001
H  1.8513  0.6469  2.0898  -0.001
H  2.5207  -0.3354  -0.7134  0.001
H  3.6323  0.1936  0.4512  0.001
H  -2.7137  -0.1160  0.2320  0.002

Cartesian forces, eV/Å:
0.389 -0.265 -0.891
1.118 -0.968 -0.398
0.592 -1.483 0.085
-0.280 0.326 0.611
-0.735 -0.889 0.092
0.424 0.913 -0.794
0.069 -0.051 -0.697
0.180 0.377 0.042
-0.257 0.107 0.133
-0.111 0.058 0.151
-0.296 0.222 0.254
-0.323 0.273 -0.481
-0.191 -0.110 0.423
-0.013 0.220 0.098
0.024 -0.203 0.205
0.070 0.360 0.323
-0.129 0.114 0.344
-0.441 0.306 0.040
-0.092 0.165 -0.237
0.325 0.419 0.219
-0.322 0.108 0.477


(4)
This record from the Open Molecules 2025 dataset describes the molecule C15H19NO4. The level of theory is ωB97M-V/def2-TZVPD.

Its SMILES is CCOc1ccccc1NC(=O)COC(=O)C1CCC1. As for the HOMO energy: -8.23 eV. The value obtained for the electronic energy is -938.69950 hartree.

Last column: natural (NBO) charge in e.
Element x y z (Å)
O  1.9464  1.0753  -2.1215  -0.600
O  -1.0566  -0.9180  -0.7745  -0.521
O  2.0334  1.8732  -0.0267  -0.510
O  -0.8539  3.7679  0.4644  -0.600
N  -0.7204  1.6233  -0.3118  -0.621
C  4.1344  0.1100  0.6961  -0.391
C  -3.4487  -0.8121  -0.2321  -0.288
C  -1.1093  -3.1584  0.2127  -0.639
C  -3.0809  1.8890  0.3092  -0.234
C  -4.3324  1.3134  0.4590  -0.225
C  1.2500  3.0017  -0.3890  -0.174
C  2.3739  -1.1266  0.4813  -0.384
C  2.3300  0.9809  -0.9817  0.800
C  3.1456  -0.1629  -0.4527  -0.318
C  -1.1098  -2.3027  -1.0509  -0.059
C  3.5225  -1.0492  1.4958  -0.401
C  -2.1892  -0.2551  -0.3763  0.264
C  -2.0104  1.1180  -0.1119  0.166
C  -0.2341  2.8479  -0.0198  0.658
C  -4.5149  -0.0267  0.1824  -0.211
H  4.1463  -1.9403  1.4991  0.204
H  3.5936  -0.6778  -1.3031  0.230
H  -5.1622  1.9194  0.7873  0.215
H  -0.1068  0.9515  -0.7560  0.426
H  -1.9760  -2.5360  -1.6809  0.176
H  -5.4895  -0.4784  0.2896  0.213
H  1.3250  3.1674  -1.4714  0.229
H  5.1848  0.0089  0.4334  0.209
H  2.1689  -2.1074  0.0586  0.207
H  -3.6195  -1.8564  -0.4401  0.215
H  -1.1003  -4.2101  -0.0601  0.217
H  3.2334  -0.8166  2.5177  0.208
H  -0.2025  -2.4937  -1.6315  0.195
H  -2.9242  2.9342  0.5154  0.254
H  1.4467  -0.6949  0.8521  0.216
H  -0.2272  -2.9409  0.8098  0.214
H  -1.9892  -2.9583  0.8188  0.216
H  3.9698  1.0789  1.1596  0.222
H  1.6528  3.8617  0.1492  0.220

Cartesian forces, eV/Å:
-0.124 0.022 0.054
-0.150 0.488 0.130
0.018 -0.019 0.361
-0.130 0.222 0.040
0.012 -0.601 -0.211
0.275 0.149 0.032
0.218 -0.143 -0.108
-0.040 0.359 -0.229
0.045 0.073 0.003
-0.085 -0.156 -0.019
-0.251 0.521 -0.256
-0.246 -0.184 -0.024
0.307 -0.361 -0.455
-0.006 0.179 -0.240
0.061 -0.505 0.019
0.068 -0.120 0.288
-0.044 0.171 0.075
-0.124 -0.111 0.048
0.686 -0.050 -0.047
-0.102 0.105 0.052
0.017 -0.038 0.025
-0.075 0.097 0.047
-0.072 0.061 0.031
0.027 0.227 0.035
0.100 0.072 0.003
-0.079 -0.039 0.011
-0.010 0.015 0.221
0.039 0.062 -0.002
-0.090 -0.022 -0.020
0.050 -0.102 -0.015
-0.006 -0.133 -0.008
0.025 -0.055 0.058
-0.173 -0.015 0.014
0.027 0.032 -0.006
-0.074 0.003 0.005
0.083 -0.006 0.052
-0.058 -0.042 0.071
0.027 0.013 0.005
-0.145 -0.170 -0.041


Per-record energy above the lowest of the compared OMol25 structures with the same formula, charge and spin, kcal per mole: 9.9, 39.0, 13.8, 38.5